{"formula": "C23H52FeO4P4", "method": "ωB97M-V/def2-TZVPD", "elements": ["Fe", "P", "P", "P", "H", "C", "C", "H", "C", "C", "C", "C", "C", "C", "C", "C", "C", "H", "H", "H", "H", "H", "H", "H", "H", "H", "H", "H", "H", "H", "H", "H", "H", "H", "H", "H", "H", "H", "H", "H", "H", "H", "H", "H", "H", "H", "C", "C", "C", "C", "C", "C", "O", "H", "H", "H", "H", "H", "H", "C", "C", "O", "P", "O", "C", "C", "O", "C", "C", "H", "H", "H", "H", "H", "H", "H", "H", "H", "H", "H", "H", "H", "H", "H"], "positions_angstrom": [[0.31362, 0.41329, -0.24569], [2.23496, 0.91942, 1.21679], [-0.65463, 1.76484, -1.44302], [2.44417, -0.50249, -1.77113], [-0.86293, -2.89216, -0.11547], [0.16483, -3.25659, 0.04946], [0.86769, -2.98451, 1.14386], [0.43129, -2.48803, 2.02388], [1.78430, 1.23615, 2.95878], [2.89820, 2.55976, 0.70992], [3.73155, -0.10968, 1.55022], [-2.37042, 1.69563, -1.99126], [-0.54445, 3.24578, -0.38929], [0.35564, 2.15876, -2.88620], [3.30641, -2.02922, -1.13960], [3.77479, 0.76637, -1.97367], [2.39121, -1.00783, -3.53612], [0.67266, -3.59852, -0.85551], [1.95472, -3.07932, 1.10704], [1.43868, 0.29668, 3.40702], [0.93285, 1.92402, 2.98328], [2.64052, 1.65399, 3.50564], [2.08396, 3.28145, 0.59327], [3.42226, 2.51065, -0.24907], [3.59026, 2.92080, 1.48079], [3.39673, -1.12490, 1.81083], [4.29257, 0.30083, 2.40423], [4.40115, -0.16675, 0.68296], [-2.44004, 1.87081, -3.07556], [-2.97324, 2.44007, -1.46613], [-2.79323, 0.70940, -1.74637], [-0.29601, 4.09222, -1.04558], [0.22439, 3.15295, 0.39725], [-1.52630, 3.39181, 0.08064], [-0.09047, 3.05464, -3.32023], [0.35347, 1.34691, -3.61514], [1.39021, 2.37795, -2.59783], [4.07948, -2.35963, -1.85715], [2.55325, -2.81954, -1.00543], [3.77045, -1.85078, -0.16126], [4.48091, 0.46295, -2.75436], [4.32802, 0.95500, -1.05016], [3.30938, 1.70225, -2.30176], [3.42445, -1.10670, -3.90203], [1.87973, -0.25280, -4.13829], [1.86114, -1.95433, -3.69208], [-1.11370, -1.51833, -3.39767], [-2.25036, -0.81253, -3.78233], [-2.87017, -1.08448, -4.98463], [-2.31115, -2.02731, -5.84305], [-1.25495, -2.83296, -5.38907], [-0.68603, -2.62494, -4.13731], [-0.46714, -1.22192, -2.25866], [-0.73831, -0.29092, -1.83616], [-2.64241, -0.04567, -3.14433], [-3.80540, -0.58137, -5.19291], [-2.73139, -2.14719, -6.84501], [-0.91398, -3.65900, -6.01776], [0.09353, -3.27330, -3.76029], [-2.94197, -2.46513, 2.06179], [-3.41664, -1.27592, 1.25275], [-2.70663, -0.02595, 1.59364], [-1.09745, 0.20835, 1.65565], [-0.67316, -0.74078, 2.96422], [-1.27575, -0.85883, 4.33258], [-0.38658, -0.23465, 5.38150], [-1.09437, 1.66766, 2.46572], [-2.20577, 2.48657, 2.96882], [-1.87342, 2.91824, 4.37866], [-1.87565, -2.67066, 1.88518], [-3.49084, -3.37441, 1.77807], [-3.10848, -2.30504, 3.13941], [-3.28270, -1.48288, 0.17933], [-4.48461, -1.08515, 1.44478], [-2.29022, -0.41304, 4.33768], [-1.36513, -1.94167, 4.51016], [-0.17616, 0.82068, 5.15499], [-0.89341, -0.29256, 6.35322], [0.56439, -0.79394, 5.48183], [-2.31057, 3.35862, 2.30186], [-3.14388, 1.90247, 2.95213], [-0.87006, 3.36959, 4.45511], [-2.61497, 3.65389, 4.70494], [-1.92263, 2.07287, 5.07468]], "forces_ev_per_angstrom": [[3.9, -4.0, 2.7], [1.0, 1.0, 1.4], [-1.4, 3.5, -2.2], [0.9, -0.7, -0.2], [0.3, -0.8, 0.4], [-0.1, 1.1, -0.6], [0.1, 0.8, 0.0], [0.2, -0.5, -0.4], [-0.4, 0.1, -0.1], [0.1, 0.0, -0.1], [0.0, -0.3, -0.4], [-0.7, 0.1, -0.2], [0.0, 0.3, 0.3], [-0.1, 0.3, -0.2], [-0.1, 0.2, 0.2], [0.0, -0.1, 0.1], [-0.5, 0.1, -0.3], [-0.3, -0.2, 0.3], [-0.3, -0.5, 0.4], [0.3, 0.3, 0.0], [0.4, -0.1, 0.2], [-0.2, -0.2, -0.2], [0.3, -0.1, 0.2], [-0.1, 0.1, 0.4], [-0.1, 0.0, -0.2], [0.2, 0.3, 0.0], [-0.4, 0.0, -0.3], [-0.2, 0.0, 0.4], [-0.1, 0.1, 0.4], [0.1, 0.0, -0.1], [0.0, 0.6, 0.3], [-0.1, -0.1, 0.3], [-0.5, 0.1, -0.4], [0.4, 0.1, 0.0], [0.2, 0.0, -0.3], [0.0, 0.1, 0.0], [-0.3, 0.0, 0.0], [-0.4, 0.2, 0.3], [0.4, 0.3, -0.2], [-0.1, -0.2, -0.5], [-0.1, -0.1, 0.2], [-0.1, -0.1, -0.3], [0.2, -0.1, 0.1], [-0.4, 0.0, 0.1], [0.1, 0.0, -0.1], [0.2, 0.2, 0.2], [-0.5, 0.1, 0.2], [1.6, -0.3, 1.6], [-0.5, -1.2, -2.3], [-0.3, 0.0, -0.5], [-1.8, -0.1, -2.5], [0.6, 1.1, 2.0], [-0.3, 1.5, 1.3], [0.2, -2.5, -1.6], [0.0, -0.3, -0.2], [0.0, 0.0, -0.4], [0.2, -0.2, 0.4], [0.0, 0.3, 0.2], [0.0, 0.0, 0.0], [0.2, -0.2, 0.3], [0.0, -0.2, 0.0], [0.7, -0.1, -0.9], [-2.7, -0.1, 6.5], [0.3, 0.5, -1.9], [-0.4, 0.2, -0.4], [0.5, 0.0, -0.1], [-0.1, -1.1, -2.0], [-0.4, -0.1, 0.0], [0.2, 0.0, 0.2], [-0.4, 0.0, 0.2], [0.0, 0.4, 0.0], [0.1, -0.1, -0.5], [0.0, 0.2, 0.2], [0.5, 0.2, -0.1], [0.5, -0.2, -0.2], [0.0, 0.4, -0.2], [0.0, -0.4, 0.2], [0.1, 0.0, -0.2], [-0.4, 0.3, -0.1], [0.1, -0.4, 0.2], [0.5, 0.3, -0.1], [-0.4, -0.1, -0.1], [0.1, 0.0, 0.0], [0.0, 0.2, -0.2]], "mulliken_charge": [0.93, 0.60, 1.57, 1.24, 0.08, -0.65, -0.24, 0.04, -1.20, -1.35, -1.45, -1.62, -1.08, -1.34, -1.27, -1.33, -1.65, 0.50, 0.50, 0.17, 0.21, 0.77, 0.40, 0.35, 0.50, 0.31, 0.55, 0.49, 0.48, 0.62, 0.59, 0.59, -0.07, 0.30, 0.63, 0.16, 0.20, 0.52, 0.17, 0.27, 0.56, 0.46, 0.29, 0.63, 0.34, 0.31, 0.78, -0.19, -0.62, -0.75, -0.45, -0.28, 0.27, -0.93, 0.16, 0.49, 0.46, 0.47, 0.56, -1.02, -0.02, -0.31, -0.26, -0.19, -0.25, -1.44, 0.15, -0.25, -1.22, 0.18, 0.47, 0.27, -0.01, 0.43, 0.38, 0.45, 0.26, 0.41, 0.35, 0.36, 0.26, 0.29, 0.47, 0.24], "e_homo_ha": [-0.60859, -0.64759], "total_charge": 3, "total_energy_ha": -3836.5653, "spin_multiplicity": 6, "e_lumo_ev": [-8.76, -13.28]}